{"formula": "C32H30HfN3O4S3", "method": "ωB97M-V/def2-TZVPD", "homo_lumo_gap_ev": 5.4500, "total_energy_ev": -80135.420, "e_lumo_ev": -3.375, "total_charge": 1, "symbols": ["Hf", "S", "S", "S", "O", "O", "O", "O", "N", "N", "N", "C", "C", "C", "C", "C", "C", "C", "C", "C", "C", "C", "C", "C", "C", "C", "C", "C", "C", "C", "C", "C", "C", "C", "C", "C", "C", "C", "C", "C", "C", "C", "C", "H", "H", "H", "H", "H", "H", "H", "H", "H", "H", "H", "H", "H", "H", "H", "H", "H", "H", "H", "H", "H", "H", "H", "H", "H", "H", "H", "H", "H", "H"], "positions_angstrom": [[9.26633, 12.68689, 14.96689], [6.08525, 11.11422, 15.45754], [8.72302, 14.35229, 17.99936], [9.71695, 11.60683, 13.02233], [7.38403, 12.00965, 15.27625], [12.46106, 20.03030, 7.42245], [11.16554, 13.15916, 15.52324], [8.99557, 12.98544, 17.29392], [9.28602, 14.92143, 14.56052], [12.29178, 18.64533, 12.65113], [12.99450, 17.72692, 13.21737], [9.01363, 15.14801, 20.61020], [9.81827, 12.96730, 20.12649], [11.57384, 14.32789, 15.04058], [9.99483, 13.79013, 22.37160], [6.84670, 14.55449, 18.16423], [8.41104, 15.88460, 14.44421], [9.37593, 14.96994, 21.94181], [11.87065, 20.25969, 11.01711], [12.43502, 16.66356, 13.80226], [13.50264, 18.75911, 9.21302], [6.03132, 12.03609, 18.29072], [12.93831, 14.55928, 14.91595], [10.13187, 17.50954, 13.95757], [12.69964, 19.18067, 11.46847], [5.90178, 13.51462, 18.77816], [12.10128, 19.00239, 6.47558], [13.74397, 18.70240, 10.58342], [8.41384, 7.88459, 15.17704], [10.60580, 15.28233, 14.64622], [6.77949, 9.55830, 15.88051], [7.11440, 7.59281, 17.18814], [8.08166, 7.11041, 16.28080], [13.38297, 15.71630, 14.32800], [9.22264, 14.14617, 19.71638], [5.19950, 11.80837, 17.00086], [7.79059, 9.13738, 15.04011], [11.06785, 16.48947, 14.02487], [12.58878, 19.70543, 8.73763], [10.27710, 12.77843, 21.45728], [8.78026, 17.17486, 14.02534], [6.43718, 8.78458, 16.96849], [11.81491, 20.47480, 9.64721], [11.31964, 19.42296, 5.80477], [14.62466, 18.27521, 10.98182], [8.02033, 17.83820, 13.67389], [14.40284, 16.01482, 14.30339], [4.81499, 12.78423, 16.67105], [12.96681, 18.73974, 5.84697], [10.20649, 13.68792, 23.42856], [6.92852, 7.04524, 18.10710], [9.18164, 7.47145, 14.48225], [8.17107, 9.86287, 14.32564], [6.77088, 15.44664, 18.74097], [10.00524, 12.22667, 19.28151], [7.07498, 11.75993, 18.13845], [10.67709, 11.79588, 21.73819], [8.61588, 6.20019, 16.38570], [10.36662, 18.55198, 13.83005], [11.29994, 20.91605, 11.71462], [9.25718, 15.78623, 22.63282], [13.59598, 13.74267, 15.24289], [11.69445, 18.09974, 7.00315], [5.61682, 11.41067, 19.10732], [4.91938, 13.91826, 18.59654], [7.35364, 15.61289, 14.52290], [6.49435, 14.68957, 17.13658], [14.07558, 18.12719, 8.47940], [5.58634, 9.04525, 17.65670], [4.34266, 11.17947, 17.09943], [6.10436, 13.42478, 19.85384], [8.55847, 16.06882, 20.28038], [11.15577, 21.21409, 9.20372]]}

=====

{"formula": "C32H30InNOSSb2", "method": "ωB97M-V/def2-TZVPD", "homo_lumo_gap_ev": [7.2873, 3.9362], "de_lowest_ev": 0.254, "total_energy_ev": -66282.940, "e_lumo_ev": [-3.179, -6.517], "total_charge": 1, "multiplicity": 2, "symbols": ["Sb", "Sb", "In", "S", "O", "N", "C", "C", "C", "C", "C", "C", "C", "C", "C", "C", "C", "C", "C", "C", "C", "C", "C", "C", "C", "C", "C", "C", "C", "C", "C", "C", "C", "C", "C", "C", "C", "C", "H", "H", "H", "H", "H", "H", "H", "H", "H", "H", "H", "H", "H", "H", "H", "H", "H", "H", "H", "H", "H", "H", "H", "H", "H", "H", "H", "H", "H", "H"], "positions_angstrom": [[0.73919, 3.46278, 0.55375], [-4.35981, -0.48704, 0.44724], [0.41430, -0.17355, -0.72774], [0.63423, -1.22861, 1.97077], [2.56573, 0.08063, 0.18422], [3.09917, -0.57679, 1.15901], [-2.81763, 0.72487, 1.42067], [-3.53743, -0.33290, -3.91398], [-5.77129, 1.06600, 0.00464], [-0.81516, 3.64207, -2.16371], [-7.75031, 2.93795, -0.60532], [4.34841, -1.97581, 3.19603], [2.98138, -1.98233, 3.09764], [-3.97102, -0.00028, -2.63512], [-2.66959, -1.39906, -4.10634], [-0.91780, 2.37100, 1.48996], [1.03386, 2.17332, -3.64234], [-3.54725, -0.74332, -1.53530], [-6.41269, 3.24830, -0.81230], [-0.09653, 5.43416, 0.56832], [-1.42503, 5.68252, 0.90332], [0.30145, 3.10712, -1.52394], [-5.42787, 2.31575, -0.51296], [-8.10186, 1.69905, -0.09005], [-1.94330, 6.96822, 0.80346], [2.32437, -1.26928, 2.07492], [-2.24252, -2.14657, -3.01809], [4.44892, -0.58692, 1.24356], [-2.05544, 1.79766, 0.62867], [-2.69102, -1.82647, -1.74232], [-1.13348, 8.01132, 0.37569], [0.19573, 7.77151, 0.05392], [-7.11592, 0.76868, 0.21822], [1.22428, 2.37449, -2.27638], [0.71362, 6.48640, 0.15083], [-0.07657, 2.71610, -4.26446], [-1.00153, 3.44684, -3.52518], [5.09204, -1.26577, 2.24748], [1.75244, 6.30908, -0.10626], [-2.74188, 2.59854, 0.35162], [-4.66162, 0.82289, -2.50705], [-3.89175, 0.23822, -4.76432], [2.36642, -2.52443, 3.80159], [-1.68283, 1.38777, -0.31697], [-7.39912, -0.19244, 0.63252], [4.84033, -2.51938, 3.99090], [-9.14449, 1.45228, 0.06931], [1.76441, 1.61474, -4.21476], [-0.41474, 1.55536, 2.01834], [4.94617, -0.01794, 0.47377], [-8.51853, 3.66230, -0.84651], [-1.53749, 9.01322, 0.29929], [-2.12111, -0.01342, 1.82810], [-2.97936, 7.15564, 1.05754], [-2.41232, -2.46269, -0.90637], [-3.33183, 1.18058, 2.26971], [-0.21578, 2.58632, -5.33038], [-2.06502, 4.87762, 1.25077], [-1.86983, 3.87292, -4.01286], [-4.39002, 2.56757, -0.69675], [0.83269, 8.58555, -0.26845], [2.13708, 2.00977, -1.80728], [-2.33911, -1.65728, -5.10536], [-1.58909, -2.99887, -3.16779], [-1.31721, 3.04587, 2.25023], [-6.13550, 4.21635, -1.21166], [6.17194, -1.24302, 2.28690], [-1.53797, 4.22702, -1.60682]]}

=====

{"formula": "C32H30MoN5O4S", "method": "ωB97M-V/def2-TZVPD", "homo_lumo_gap_ev": [7.9090, 7.8988], "de_lowest_ev": 0.000, "total_energy_ev": -62000.175, "e_lumo_ev": [-2.650, -3.762], "total_charge": 1, "multiplicity": 3, "symbols": ["Mo", "S", "O", "O", "O", "O", "N", "N", "N", "N", "N", "C", "C", "C", "C", "C", "C", "C", "C", "C", "C", "C", "C", "C", "C", "C", "C", "C", "C", "C", "C", "C", "C", "C", "C", "C", "C", "C", "C", "C", "C", "C", "C", "H", "H", "H", "H", "H", "H", "H", "H", "H", "H", "H", "H", "H", "H", "H", "H", "H", "H", "H", "H", "H", "H", "H", "H", "H", "H", "H", "H", "H", "H"], "positions_angstrom": [[-0.14834, 0.92051, 0.42485], [1.38596, 3.06559, 1.27767], [0.87272, 4.40010, 1.36971], [2.77816, 2.86277, 1.57379], [0.52421, 2.08439, 2.08831], [1.06630, 2.47733, -0.12973], [0.52976, -0.31308, -0.73799], [-1.44935, 1.52176, -1.25003], [0.89626, -0.43395, 1.89151], [-1.69882, -0.47824, 1.19760], [-1.88980, 2.21382, 1.40003], [2.79179, -1.13755, -0.89950], [-0.81286, 2.11506, -2.27758], [-1.97361, 3.54391, 1.33927], [5.41288, -1.24259, 0.03493], [0.30541, -1.62702, 2.06408], [1.37257, -2.97460, -4.59849], [3.45613, -2.36263, -0.80813], [0.91363, -2.66502, 2.73747], [-2.78165, 1.33585, -1.33995], [1.79966, -2.22351, -3.51343], [-2.21259, 0.07452, 2.48816], [-2.32067, 1.58070, 2.49575], [2.10859, -0.23141, 2.43096], [-3.49054, 1.81776, -2.42952], [-2.46824, 4.29656, 2.38606], [2.77741, -1.22834, 3.11826], [-2.81926, 2.25739, 3.58607], [-2.88201, 3.64315, 3.53163], [-1.46166, 2.60269, -3.38784], [3.45060, 0.03036, -0.51508], [1.36315, -1.08444, -1.33144], [0.07214, -3.46026, -4.64363], [-1.05810, -1.78782, 1.45301], [-0.80698, -3.18227, -3.60544], [-3.53115, 0.53194, -0.29795], [0.92129, -1.93549, -2.46631], [4.75872, -0.02255, -0.05733], [4.75943, -2.41271, -0.33640], [-0.38591, -2.41727, -2.53128], [-2.83674, 2.47457, -3.45747], [-2.79884, -0.70638, 0.21571], [2.18192, -2.46590, 3.26154], [-3.52922, -1.38158, 0.66693], [-1.61574, 4.01181, 0.43366], [5.26798, -3.36674, -0.26765], [-3.14693, 1.71590, 4.46652], [-0.25612, -4.05443, -5.48773], [0.40108, -3.61362, 2.84304], [2.94726, -3.27643, -1.09568], [2.68839, -3.27117, 3.78017], [-0.94875, -2.30052, 0.49942], [-3.25354, 4.20213, 4.38080], [0.25756, 2.21597, -2.17157], [-3.18405, -0.37251, 2.71215], [3.75702, -1.02447, 3.52951], [2.81273, -1.84139, -3.48187], [-4.45063, 0.18030, -0.76412], [-3.39192, 2.86080, -4.30333], [-1.06665, -2.19229, -1.72069], [2.54367, 0.74639, 2.29323], [2.05877, -3.18449, -5.40986], [6.43423, -1.28390, 0.39403], [-1.81936, -3.56620, -3.63310], [-2.35125, -1.21342, -0.63668], [-2.49578, 5.37404, 2.30730], [-3.84434, 1.17095, 0.52102], [-1.69200, -2.40384, 2.09273], [2.93866, 0.98251, -0.58071], [5.25147, 0.89450, 0.24230], [-0.89686, 3.08093, -4.17668], [-1.52545, -0.21632, 3.28322], [-4.56180, 1.66940, -2.46823]]}

=====

{"formula": "C32H30N3S4TeTi", "method": "ωB97M-V/def2-TZVPD", "homo_lumo_gap_ev": [6.6493, 5.6877], "de_lowest_ev": 0.000, "total_energy_ev": -111891.553, "e_lumo_ev": [2.274, 1.154], "total_charge": -1, "multiplicity": 3, "symbols": ["Te", "Ti", "S", "S", "S", "S", "N", "N", "N", "C", "C", "C", "C", "C", "C", "C", "C", "C", "C", "C", "C", "C", "C", "C", "C", "C", "C", "C", "C", "C", "C", "C", "C", "C", "C", "C", "C", "C", "C", "C", "C", "H", "H", "H", "H", "H", "H", "H", "H", "H", "H", "H", "H", "H", "H", "H", "H", "H", "H", "H", "H", "H", "H", "H", "H", "H", "H", "H", "H", "H", "H"], "positions_angstrom": [[3.16248, 3.80316, 0.86310], [-1.01037, 0.45792, -0.42831], [-0.93188, 1.28861, 1.76789], [-1.27545, -2.16768, 0.29333], [-3.43299, 0.06723, -0.87677], [-1.42803, 2.76936, -1.17305], [0.55532, -2.14597, 3.93230], [-0.73989, -0.79097, -2.61512], [2.43560, -2.33853, 5.09005], [-2.82477, 4.58936, 0.24516], [-2.08708, 3.40707, 0.32415], [4.14023, -1.35195, -1.89232], [1.28555, 4.76292, 0.44311], [-5.60625, -3.27636, -0.69128], [1.90486, -1.06011, 5.30598], [-5.14706, -2.00312, -0.88064], [1.59100, -2.93725, 4.26481], [-3.29989, 5.14373, 1.43546], [-1.00962, -1.04269, -4.98340], [3.56270, -1.05868, -0.65825], [-2.26605, 3.43736, 2.71552], [-1.20821, -2.96262, -3.60846], [-3.84392, -1.60261, -0.52272], [-3.03967, -2.57307, 0.09996], [6.00666, -2.48778, -0.86643], [-0.66973, -0.28734, -3.83444], [-2.99823, 4.59233, 2.65465], [-0.31750, 1.12233, -3.96907], [1.09632, -0.18516, -0.47129], [2.25570, -0.56126, -0.53684], [4.25269, -1.53136, 0.46928], [5.34614, -2.02065, -2.00666], [-1.82704, 2.78935, 1.54070], [-3.52691, -3.82332, 0.42494], [-4.81157, -4.21454, 0.03681], [-0.91918, -2.10506, -2.52701], [-0.57387, -2.81513, -1.24162], [0.76035, -0.94174, 4.57547], [5.43426, -2.23311, 0.38369], [-1.26539, -2.39822, -4.88182], [4.07616, 5.57916, 1.43020], [5.81944, -2.26333, -2.93372], [3.80813, -1.33831, 1.45078], [0.12026, -0.03646, 4.34595], [-6.60981, -3.56080, -0.97946], [-2.15678, 2.91286, 3.65106], [5.94397, -2.58651, 1.22425], [2.39967, -0.40902, 5.98311], [-1.06753, -0.55978, -5.99610], [4.49571, 6.16116, 0.58996], [3.40664, 6.27814, 1.90787], [-5.77081, -1.25180, -1.39161], [0.93165, 5.18807, 1.36064], [1.71924, -3.87551, 3.80124], [-5.23218, -5.18672, 0.26030], [6.90953, -3.08113, -0.94485], [0.51884, -2.73969, -1.10458], [-3.33233, 5.00456, 3.57861], [3.62483, -1.11606, -2.82207], [-1.37158, -3.99272, -3.38123], [-0.48963, 1.68258, -4.89050], [4.93295, 5.38177, 2.08607], [0.07380, 1.58912, -3.06894], [-1.65880, -2.92950, -5.70310], [1.38853, 5.44079, -0.42907], [-0.16499, -2.20888, 3.27493], [-3.88401, 6.05520, 1.36452], [0.56487, 3.97725, 0.18844], [-3.02798, 4.97539, -0.74330], [-2.85626, -4.52200, 0.97185], [-0.84085, -3.88227, -1.28210]]}

=====

| no. | molecular weight (g/mol) |
| --- | --- |
| 1 | 795.3 |
| 2 | 835.0 |
| 3 | 676.6 |
| 4 | 760.3 |